Entry 1:
Density functional theory data (ωB97M-V with the def2-TZVPD basis set) for C9H16NS as an isolated structure at a distorted geometry.

Summary:
Relative energy (zero: lowest compared OMol25 entry of this formula, charge and spin) in kcal/mol: 15.8
Charge: +1
HOMO energy in eV: -12.17
M in g mol⁻¹: 170.3
HOMO-LUMO gap in eV: 8.28

Structure (XYZ):
```
27
Properties=species:S:1:pos:R:3:forces:R:3:mulliken_charge:R:1
C -0.9623 1.3384 -1.2665 -2.6 -3.6 1.5 0.00
C 0.4207 1.3276 -1.6233 2.1 1.7 -2.1 -0.47
C 1.2175 0.3374 0.5694 -1.5 -3.0 -1.0 -1.39
C -1.0098 -0.3020 -0.2713 4.2 5.6 -1.9 -1.02
C 1.0983 0.1294 -0.9266 2.1 1.1 -2.2 0.17
C -0.2734 0.2606 0.9920 -0.3 -0.7 1.1 1.81
C -0.7590 1.6606 1.4713 -0.2 -1.2 -2.3 -2.11
C -0.3751 -0.7664 2.1540 1.9 -0.3 0.7 -1.59
C -0.3689 -1.3712 -2.4691 0.8 -2.9 0.9 -0.93
N 0.0940 -0.9434 -1.1458 -0.5 -1.2 4.0 -0.11
S -2.2626 2.1204 -1.6904 0.1 0.4 0.1 -0.16
H 0.4216 1.3743 -2.7889 0.4 -0.7 1.8 0.33
H 0.9203 2.3017 -1.4113 -0.2 -0.7 0.2 0.42
H 1.8137 -0.4753 1.0277 -0.3 0.2 -0.3 0.43
H 1.7714 1.1912 0.7256 0.7 2.3 0.7 0.46
H -1.8983 -0.7841 -0.2874 -2.7 -1.5 0.2 0.74
H 2.1172 -0.0891 -1.3466 -1.2 -0.1 -0.1 0.36
H -1.8188 1.6168 1.4366 -1.1 0.4 0.3 0.41
H -0.4353 2.5316 0.8731 0.1 -0.6 0.3 0.33
H -0.4202 1.6845 2.4442 0.6 0.8 2.2 0.68
H -1.3044 -1.0626 2.5742 -1.5 0.3 -0.2 0.38
H 0.1797 -0.4085 3.0751 -0.2 -0.3 -1.2 0.39
H 0.0728 -1.7475 1.8410 -0.1 0.8 0.3 0.33
H -0.9631 -2.3366 -2.3653 1.1 1.1 0.0 0.33
H -1.0534 -0.6769 -2.7851 -1.3 1.9 -1.3 0.43
H 0.5197 -1.5131 -3.0776 -0.3 0.0 -0.4 0.35
H 0.4477 -1.7457 -0.5636 -0.4 0.5 -1.0 0.42
```
Positions in Å, forces in eV/Å.

=====

Entry 2:
Density functional theory data (ωB97M-V with the def2-TZVPD basis set) for an isolated ion of composition C6H11N2 and charge +1 at a distorted geometry.

Summary:
Relative energy (zero: lowest compared OMol25 entry of this formula, charge and spin) in kcal/mol: 118.7
Charge: +1
HOMO energy (alpha / beta) in eV: -12.68 / -12.78
M in g mol⁻¹: 111.2
HOMO-LUMO gap (alpha / beta) in eV: 6.72 / 7.35

Structure (XYZ):
```
19
Properties=species:S:1:pos:R:3:forces:R:3:mulliken_charge:R:1
C -2.4237 0.9127 -0.1944 -0.5 -0.1 0.0 -0.61
C -2.8346 -0.3876 0.1221 -0.5 -0.2 0.1 0.17
C -0.1264 0.3290 -0.1764 -1.9 -2.0 0.2 -0.06
C 2.1310 1.0267 0.4605 -0.1 0.0 0.0 -1.52
C 1.6864 -1.2714 -0.5885 -0.1 0.0 0.0 -1.34
C 1.1244 -0.1465 0.2901 1.2 0.0 0.2 0.97
N -1.0871 1.1540 -0.2965 0.0 0.6 -0.2 -0.04
N -1.9746 -1.2929 0.3953 2.2 1.5 -0.2 -0.52
H -3.0998 1.7146 -0.4114 0.1 0.2 0.0 0.39
H -3.9078 -0.5686 0.1071 0.0 -0.1 -0.1 0.41
H 1.6812 1.8650 0.9869 0.0 0.1 0.0 0.45
H 2.4907 1.3481 -0.5141 0.0 0.1 0.0 0.39
H 2.9763 0.6752 1.0466 0.0 -0.1 0.0 0.39
H 2.5035 -1.7639 -0.0705 0.1 0.0 0.0 0.39
H 2.0594 -0.8750 -1.5290 0.0 0.0 -0.1 0.35
H 0.9133 -2.0055 -0.8013 0.0 -0.1 0.0 0.38
H 0.9407 -0.5529 1.3006 -0.3 0.2 -0.2 0.24
H -0.8692 2.1156 -0.5829 0.2 0.0 0.3 0.32
H -2.1836 -2.2767 0.4559 -0.4 -0.1 -0.1 0.25
```
Positions in Å, forces in eV/Å.

=====

Entry 3:
Density functional theory data (ωB97M-V with the def2-TZVPD basis set) for C20H52BrIN6O3P2Si2 as an isolated structure at a distorted geometry.

Summary:
HOMO energy in eV: -8.22
M in g mol⁻¹: 749.6
HOMO-LUMO gap in eV: 8.63

Structure (XYZ):
```
87
Properties=species:S:1:pos:R:3:forces:R:3:mulliken_charge:R:1
C -4.2434 -2.8400 5.2811 -0.2 -0.4 0.0 -0.79
C -4.5044 -3.9299 4.5560 0.1 0.6 0.3 -0.15
C -5.2522 -3.9302 3.2513 -0.1 -0.1 0.6 -0.67
Si -4.3048 -3.0054 1.9208 -0.1 -0.4 -1.3 0.39
C -5.1396 -1.4254 1.5117 1.0 0.2 -0.9 -0.25
C -4.4884 -0.2883 1.8697 -0.5 0.0 0.1 -0.66
O -4.2353 -4.0778 0.6067 0.4 0.2 0.6 -0.34
Si -2.7680 -4.3479 -0.0493 -0.3 -0.6 -0.4 0.52
Br -2.0719 -2.4402 -0.9946 0.0 -0.1 0.0 -0.17
C -1.5264 -5.0846 1.1786 0.3 0.4 -0.2 -0.57
I -1.6243 -7.2182 0.8734 0.0 0.0 0.1 0.02
C -0.0800 -4.5994 1.0523 0.2 -0.4 0.2 -0.50
C 0.1416 -3.2161 1.6539 -0.1 -0.1 0.3 -1.11
H -4.8400 -1.9404 5.2021 0.4 0.3 -0.5 0.28
H -3.4346 -2.8487 5.9969 -0.4 -0.1 0.6 0.25
H -4.1185 -4.8688 4.9360 0.5 -0.1 -0.5 0.35
H -6.2326 -3.4700 3.3783 -0.2 -0.1 -0.1 0.42
H -5.3632 -4.9591 2.9158 -0.3 0.0 -0.2 0.35
H -2.8949 -2.7602 2.2916 0.0 0.1 0.2 -0.08
H -6.1064 -1.3913 1.0149 -0.9 0.0 1.6 0.37
H -3.4816 -0.0618 1.5298 0.7 -0.7 1.4 0.28
H -4.9570 0.4807 2.4786 -0.5 0.8 -1.2 0.26
H -2.9478 -5.3119 -1.1407 0.1 0.1 -0.1 -0.25
H -1.8204 -4.9447 2.2156 -0.3 0.0 0.0 0.42
H 0.2834 -4.6880 0.0286 -0.1 0.2 -0.2 0.32
H 0.5309 -5.2966 1.6272 0.2 -0.1 -0.1 0.47
H 0.1338 -3.3062 2.7404 0.0 0.1 0.1 0.39
H 1.1084 -2.8140 1.3629 0.1 0.0 -0.1 0.31
H -0.6265 -2.4937 1.3985 0.0 0.1 -0.2 0.17
O -1.9526 2.3235 2.3098 0.9 -2.0 -2.2 -0.89
P -0.8455 3.2096 1.8398 -0.5 4.6 3.4 0.87
N 0.1548 3.2733 3.2253 0.1 -0.4 -0.2 0.06
C 1.2138 4.2382 3.4443 0.3 0.1 -0.3 -0.72
C 0.5385 1.9812 3.7851 -0.3 -0.2 0.2 -1.09
N -1.7283 4.6924 1.6783 -0.1 0.0 0.0 0.25
C -1.5040 5.8006 2.5861 0.3 0.2 -0.1 -1.07
C -3.1491 4.5346 1.3922 0.0 -0.1 0.0 -1.09
N 0.3599 3.7372 0.7192 -0.8 -2.3 -1.4 0.10
C -0.1043 4.4171 -0.5060 -0.1 0.4 -0.1 -0.98
C 1.2324 2.6156 0.2674 0.3 0.0 0.6 -1.20
H 2.1226 4.0198 2.8658 0.0 0.0 0.0 0.24
H 1.4875 4.2273 4.5020 -0.1 -0.1 0.0 0.36
H 0.9089 5.2528 3.2168 0.0 -0.1 -0.1 0.14
H 1.4266 1.5636 3.2897 0.0 0.0 0.1 0.33
H -0.2709 1.2602 3.6896 -0.1 0.1 -0.1 0.28
H 0.7608 2.0813 4.8498 0.0 0.1 0.0 0.37
H -1.5995 5.5181 3.6426 0.0 0.0 0.0 0.31
H -2.2226 6.5964 2.3829 -0.1 -0.1 0.0 0.40
H -0.5250 6.2549 2.4203 0.0 -0.1 0.1 0.26
H -3.7391 4.3279 2.2932 0.0 -0.1 0.0 0.31
H -3.3156 3.7243 0.6850 0.0 0.0 0.1 0.32
H -3.5280 5.4502 0.9300 0.1 0.1 0.0 0.36
H -0.8693 3.8506 -1.0424 0.0 0.0 -0.1 0.33
H 0.7479 4.5578 -1.1730 0.1 -0.2 0.1 0.40
H -0.4921 5.4044 -0.2796 -0.1 -0.1 0.1 0.31
H 0.6877 1.8780 -0.3255 0.1 0.0 -0.1 0.51
H 1.6713 2.1016 1.1250 -0.1 0.0 0.1 0.18
H 2.0597 2.9938 -0.3300 -0.1 0.1 0.0 0.35
O 2.2940 0.3985 -2.1346 2.6 0.3 1.4 -0.67
P 3.1198 -0.2023 -3.2248 -3.8 -1.3 -4.0 0.57
N 2.9271 0.9295 -4.4927 0.4 0.2 0.4 0.10
C 3.2790 0.6951 -5.8798 0.4 -0.2 -0.2 -0.73
C 3.1951 2.3206 -4.1434 -0.3 0.2 0.3 -0.94
N 2.1915 -1.6183 -3.5611 0.1 0.0 -0.1 0.33
C 1.4675 -1.7631 -4.8101 0.2 -0.1 -0.3 -1.13
C 1.4008 -2.1099 -2.4429 0.0 0.0 0.2 -1.38
N 4.5739 -0.9283 -3.8154 0.8 0.6 2.6 0.06
C 4.8463 -2.3293 -3.4349 -0.1 -0.3 -0.2 -0.94
C 5.7580 -0.1317 -3.4026 0.0 0.4 -0.5 -1.05
H 4.3606 0.7543 -6.0666 0.0 0.0 0.0 0.27
H 2.7973 1.4553 -6.4988 0.0 0.1 0.1 0.36
H 2.9291 -0.2636 -6.2434 0.1 0.0 0.1 0.13
H 4.2629 2.5698 -4.2238 0.0 0.0 -0.1 0.32
H 2.8752 2.5342 -3.1254 0.0 -0.1 0.0 0.14
H 2.6419 2.9902 -4.8054 0.0 -0.1 -0.1 0.37
H 0.7978 -0.9192 -5.0198 0.0 0.0 0.0 0.33
H 0.8662 -2.6731 -4.7846 0.0 0.0 0.2 0.37
H 2.1518 -1.8997 -5.6502 0.0 0.1 0.0 0.28
H 0.4616 -1.5651 -2.3277 -0.1 0.0 0.1 0.40
H 1.9554 -2.0320 -1.5087 0.0 0.1 0.0 0.31
H 1.1729 -3.1680 -2.5971 0.0 0.0 -0.1 0.49
H 4.7670 -2.5001 -2.3585 0.1 0.0 0.0 0.32
H 5.8584 -2.5886 -3.7500 0.1 0.2 0.0 0.39
H 4.1748 -3.0083 -3.9481 -0.2 0.1 0.1 0.27
H 5.9081 -0.1455 -2.3194 0.1 -0.1 0.0 0.37
H 5.6484 0.9079 -3.7175 -0.1 0.0 0.0 0.25
H 6.6552 -0.5177 -3.8841 0.0 -0.1 0.0 0.40
```
Positions in Å, forces in eV/Å.

=====

Entry 4:
Density functional theory data (ωB97M-V with the def2-TZVPD basis set) for C30H41FNSb2Tl as an isolated structure.

Summary:
Relative energy (zero: lowest compared OMol25 entry of this formula, charge and spin) in kcal/mol: 0.7
HOMO energy in eV: -6.86
M in g mol⁻¹: 882.6
HOMO-LUMO gap in eV: 7.11

Structure (XYZ):
```
76
Properties=species:S:1:pos:R:3:forces:R:3:mulliken_charge:R:1
Tl 1.7745 0.3453 1.0807 0.1 0.1 0.1 0.63
C 3.6935 -1.7607 -1.1425 0.0 0.0 0.0 -1.38
C 3.4874 -0.4241 -1.8609 0.0 0.0 -0.1 0.42
C 4.5666 -0.2185 -2.9285 0.0 0.0 0.0 -1.64
C 2.0945 -0.3215 -2.4582 -0.1 0.0 0.0 1.14
C 1.7449 -1.2199 -3.4643 0.0 0.1 0.0 0.00
C 0.5018 -1.1698 -4.0647 0.1 0.2 -0.2 -1.61
C -0.3995 -0.1980 -3.6627 0.1 0.1 -0.1 -1.00
C -0.0969 0.7201 -2.6594 -0.1 -0.1 -0.1 0.51
C -1.2016 1.7021 -2.2919 0.0 0.1 0.1 0.25
C -0.7850 3.1604 -2.0871 0.0 0.0 0.0 -1.86
C -1.9759 1.2076 -1.0702 0.1 0.0 0.0 -0.86
C 1.1620 0.6480 -2.0274 0.1 0.1 0.0 0.21
N 1.4760 1.4978 -0.9342 -0.2 -0.3 0.0 0.16
C 2.2008 2.6261 -1.1855 0.1 0.0 -0.1 0.03
C 2.6405 3.0554 -2.4546 0.0 0.0 0.1 -0.43
C 3.3618 4.2306 -2.6186 0.0 0.0 0.0 -1.04
C 3.6869 5.0348 -1.5378 0.0 0.0 0.0 -0.56
C 3.2738 4.6416 -0.2675 0.0 0.0 0.0 -0.68
C 2.5622 3.4778 -0.1284 0.0 0.0 0.0 0.65
F 2.1666 3.0989 1.1345 0.0 0.1 0.0 -0.27
H 4.6643 -1.7832 -0.6420 0.0 0.0 0.0 0.42
H 3.6594 -2.5934 -1.8493 0.0 0.0 0.0 0.30
H 2.9179 -1.9377 -0.3917 0.0 0.0 0.0 0.13
H 3.6050 0.3812 -1.1349 0.0 0.0 0.0 0.20
H 4.5298 -1.0066 -3.6844 0.0 0.0 0.0 0.34
H 5.5603 -0.2350 -2.4747 0.0 0.0 0.0 0.44
H 4.4363 0.7421 -3.4278 0.0 0.0 0.0 0.36
H 2.4627 -1.9678 -3.7840 0.0 0.0 0.0 0.31
H 0.2400 -1.8701 -4.8486 0.0 0.0 0.0 0.33
H -1.3707 -0.1421 -4.1445 0.0 0.0 0.0 0.34
H -1.8895 1.6865 -3.1418 0.0 0.0 0.0 0.67
H -0.3007 3.3025 -1.1220 0.0 0.0 0.0 0.21
H -1.6738 3.7960 -2.1184 0.0 0.0 0.0 0.55
H -0.1006 3.4981 -2.8659 0.0 0.0 0.0 0.38
H -1.2938 1.1359 -0.2202 0.0 0.0 0.0 -0.13
H -2.4184 0.2221 -1.2492 0.0 0.0 0.0 0.29
H -2.7772 1.9061 -0.8119 0.0 0.0 0.0 0.56
H 2.3930 2.4517 -3.3198 0.0 0.0 0.0 0.61
H 3.6719 4.5190 -3.6158 0.0 0.0 0.0 0.41
H 4.2490 5.9496 -1.6702 0.0 0.0 0.0 0.39
H 3.4984 5.2279 0.6147 0.0 0.0 0.0 0.46
C -1.9045 2.4361 4.2186 0.0 0.0 0.0 -1.31
Sb -1.1428 1.0044 2.8065 -0.1 0.0 0.1 0.50
C -0.4962 -0.4173 4.2720 0.0 0.0 0.0 -1.21
C -3.1004 0.1549 2.2932 0.0 -0.1 0.0 -1.42
C -3.3616 -1.2047 2.8640 0.0 -0.2 -0.1 0.80
C -3.7710 -1.3112 4.1949 0.0 0.0 -0.1 -0.39
C -3.9777 -2.5387 4.8015 0.0 0.0 0.0 -0.54
C -3.7795 -3.7015 4.0711 0.0 0.0 0.0 -0.70
C -3.4019 -3.6156 2.7409 0.0 0.1 0.0 -0.65
C -3.1974 -2.3869 2.1103 0.0 0.2 0.0 0.56
C -2.8305 -2.3716 0.6522 0.0 0.1 0.1 -1.56
Sb -0.7299 -1.9572 0.2943 0.1 -0.3 0.0 0.03
C -0.6402 -2.8976 -1.6301 -0.1 -0.1 0.1 -1.38
C -0.0333 -3.6433 1.4274 0.0 0.0 0.0 -1.39
H -2.6170 3.0918 3.7176 0.0 0.0 0.0 0.40
H -1.0839 3.0433 4.6018 0.0 0.0 0.0 0.35
H -2.3999 1.9361 5.0512 0.0 0.0 0.0 0.37
H -1.3190 -0.7568 4.8980 0.0 0.0 0.0 0.39
H 0.2616 0.0624 4.8935 0.0 0.0 0.0 0.44
H -0.0416 -1.2771 3.7766 0.0 0.0 0.0 0.21
H -3.1646 0.1712 1.2069 0.0 0.0 0.0 0.10
H -3.8239 0.8777 2.6758 0.0 0.0 0.0 0.67
H -3.9258 -0.4000 4.7646 0.0 0.0 0.0 0.34
H -4.2927 -2.5867 5.8363 0.0 0.0 0.0 0.40
H -3.9347 -4.6705 4.5287 0.0 0.0 0.0 0.40
H -3.2754 -4.5248 2.1630 0.0 0.0 0.0 0.36
H -3.4073 -1.6359 0.0887 0.0 0.0 0.0 0.67
H -3.0226 -3.3491 0.2084 0.0 0.0 0.0 0.65
H -1.0932 -3.8887 -1.5865 0.0 0.0 0.1 0.63
H 0.4015 -2.9858 -1.9398 -0.1 0.0 0.0 0.39
H -1.1625 -2.2845 -2.3650 0.1 -0.1 0.1 0.41
H -0.4323 -4.5785 1.0335 0.0 0.0 0.0 0.46
H -0.3538 -3.5339 2.4649 0.0 0.0 0.0 0.36
H 1.0560 -3.6769 1.3965 0.0 0.0 0.0 0.42
```
Positions in Å, forces in eV/Å.

=====

Entry 5:
Density functional theory data (ωB97M-V with the def2-TZVPD basis set) for a 11-piece molecular cluster, C7H34O11 overall at a distorted geometry.

Summary:
Relative energy (zero: lowest compared OMol25 entry of this formula, charge and spin) in kcal/mol: 25.3
HOMO energy in eV: -9.55
M in g mol⁻¹: 294.3
SMILES string: C=CCCCCCO.O.O.O.O.O.O.O.O.O.O
HOMO-LUMO gap in eV: 9.74

Structure (XYZ):
```
52
Properties=species:S:1:pos:R:3:forces:R:3:mulliken_charge:R:1
C 3.7715 0.6005 2.1103 0.7 -0.5 0.4 -1.06
C 3.2753 0.7591 0.8999 -0.6 1.0 -0.8 0.19
C 2.7223 2.0715 0.4071 -1.1 0.4 1.1 -0.60
C 1.1947 2.1625 0.6111 -0.3 -0.2 0.6 -1.02
C 0.3686 1.0235 -0.0299 -0.3 1.4 -0.4 1.69
C -0.4524 1.5079 -1.2450 -0.2 0.3 2.0 -0.03
C -1.6030 2.4312 -0.8258 -0.7 0.4 -1.0 -0.48
O -2.5965 1.7813 -0.0366 0.2 0.1 -0.1 -0.66
H 4.2217 -0.3237 2.4559 -0.3 -0.2 -0.1 0.29
H 3.8703 1.4053 2.8309 -0.1 0.2 -0.3 0.27
H 3.1363 -0.0256 0.1780 0.4 -0.7 0.3 -0.06
H 2.8261 2.3146 -0.6469 0.9 -0.4 0.0 0.27
H 3.1545 2.8413 1.0510 0.1 0.3 -0.4 0.47
H 0.8913 2.1439 1.6594 0.6 0.0 0.3 0.21
H 0.8639 3.1644 0.3160 -0.1 -0.2 -0.5 0.46
H -0.3514 0.7618 0.7403 0.1 -0.9 -0.1 -0.60
H 1.0352 0.2172 -0.3352 -0.2 -0.2 0.2 -0.19
H 0.2369 2.0355 -1.8990 -0.3 -0.3 -0.7 0.42
H -1.0415 0.6778 -1.6429 0.8 -0.2 -0.7 -0.59
H -2.1165 2.6287 -1.7758 -0.2 0.1 0.1 0.36
H -1.4172 3.4395 -0.4459 0.7 -0.3 0.4 0.36
H -2.2841 1.5015 0.8359 0.3 -0.1 0.1 0.33
O -1.0362 -4.6487 0.5460 0.0 -0.2 0.2 -0.74
H -1.2103 -4.7082 -0.4059 0.1 0.1 0.0 0.37
H -1.7748 -4.1081 0.8465 -0.2 -0.3 0.2 0.32
O -0.3676 -2.0299 0.7811 0.3 -0.4 0.1 -0.62
H 0.0734 -1.6847 0.0000 0.0 0.1 0.0 0.16
H -0.3500 -3.0089 0.6873 0.2 0.3 0.0 0.40
O -0.2412 -0.8270 4.1846 0.0 0.3 0.0 -0.62
H -0.0367 -1.5991 4.7166 0.0 -0.1 0.0 0.29
H 0.3363 -0.8726 3.4142 0.0 -0.1 0.0 0.31
O -1.2412 -1.3643 -3.8146 0.3 -0.1 -0.1 -0.63
H -1.6708 -2.0938 -4.2726 -0.3 0.1 0.1 0.27
H -1.8733 -0.9970 -3.1861 -0.4 0.0 -0.1 0.31
O -1.1893 1.8791 3.1662 0.1 0.3 0.5 -0.54
H -1.8898 2.4231 3.5399 -0.2 0.1 -0.2 0.26
H -0.6855 1.6401 3.9562 0.2 -0.2 -0.2 0.28
O 3.8058 0.5732 -2.2074 0.1 0.0 -0.2 -0.59
H 3.3925 -0.1256 -1.6946 0.0 0.0 -0.1 0.30
H 3.4547 0.4344 -3.0953 -0.1 0.0 0.0 0.32
O -2.2267 -0.3904 1.9335 -0.6 0.1 -0.2 -0.59
H -1.6464 -1.0734 1.5667 0.1 0.0 0.0 0.38
H -1.8395 -0.1250 2.7720 0.1 0.0 0.1 0.28
O -3.3879 -0.5939 -1.0189 0.8 -0.4 -0.8 -0.67
H -4.1200 -0.7361 -0.4197 0.1 0.3 0.3 0.26
H -2.8821 0.2037 -0.7379 -1.0 -0.2 0.4 0.43
O -1.7721 -3.1840 -1.5882 0.3 -0.4 -0.6 -0.64
H -1.2656 -2.6050 -2.1709 0.1 -0.1 -0.2 0.38
H -2.0283 -2.5897 -0.8875 -0.5 0.6 0.4 0.33
O 1.4648 -0.6895 -3.7061 0.3 0.1 -0.1 -0.58
H 0.6767 -0.6498 -4.2672 0.0 -0.1 0.3 0.27
H 1.8250 -1.5687 -3.8511 0.0 -0.1 0.0 0.29
```
Positions in Å, forces in eV/Å.

=====

Entry 6:
Density functional theory data (ωB97M-V with the def2-TZVPD basis set) for a 2-piece molecular cluster, C7H6OS overall at a distorted geometry.

Summary:
Relative energy (zero: lowest compared OMol25 entry of this formula, charge and spin) in kcal/mol: 0.0
Spin multiplicity: 3
HOMO energy (alpha / beta) in eV: -4.71 / -9.12
M in g mol⁻¹: 138.2
HOMO-LUMO gap (alpha / beta) in eV: 5.36 / 6.51

Structure (XYZ):
```
15
Properties=species:S:1:pos:R:3:forces:R:3:mulliken_charge:R:1
C 0.5816 -0.1423 -1.7862 1.5 -5.2 -2.3 -0.71
C 0.3055 -1.3871 -1.2513 -0.3 -0.4 2.3 -0.25
C 0.1297 0.9561 -1.1063 -3.0 3.7 3.6 -0.12
C -0.3224 -1.5161 0.0185 0.9 -0.5 -2.3 -0.88
C 1.5831 0.9141 2.0554 0.5 0.6 -0.7 0.14
C -0.6826 0.9351 0.0389 1.1 1.5 -1.1 -0.60
C -0.8735 -0.3354 0.6430 -1.7 3.2 2.2 0.83
O 2.0301 1.5501 1.2300 -0.2 -0.6 0.9 -0.13
S -1.7242 -0.5747 2.1551 0.3 -0.9 -0.6 -0.21
H 1.1745 -0.1753 -2.7159 -0.5 0.7 0.6 0.34
H 0.6785 -2.3377 -1.5838 0.3 0.0 -0.8 0.33
H 0.3716 1.9143 -1.4377 0.4 1.4 -0.7 0.46
H -0.3433 -2.4258 0.5487 0.0 -1.0 0.3 0.45
H -1.8972 0.6271 2.7258 0.3 0.3 -0.6 0.16
H -1.0114 1.9976 0.4658 0.6 -2.8 -0.7 0.18
```
Positions in Å, forces in eV/Å.